This record from OMol25 describes 15 unconnected molecules or ions with the total composition C43H124N8O17. The level of theory is wB97M-V/def2-TZVPD.

- 2S+1: 1
- HOMO energy: -8.7 eV
- Maximum force: 2.5 eV/A
- HOMO-LUMO gap: 8.80 eV

Cartesian coordinates (Å):
1 C 5.581 -1.888 2.603
2 O 6.524 -1.530 1.622
3 H 5.474 -1.053 3.298
4 H 4.621 -2.189 2.172
5 H 5.969 -2.692 3.245
6 H 6.710 -2.287 1.060
7 C -0.522 4.066 0.131
8 O -0.626 4.464 1.507
9 H 0.360 3.435 0.028
10 H -1.383 3.487 -0.202
11 H -0.504 4.998 -0.442
12 H 0.026 5.143 1.683
13 C -0.794 1.557 4.374
14 O -1.993 1.129 3.766
15 H 0.078 1.498 3.716
16 H -0.890 2.585 4.740
17 H -0.507 0.955 5.239
18 H -2.243 1.808 3.113
19 C -0.301 -6.456 0.141
20 O -0.221 -5.130 -0.343
21 H -1.222 -6.691 0.685
22 H -0.197 -7.137 -0.703
23 H 0.528 -6.574 0.855
24 H -0.520 -4.533 0.370
25 C 2.513 -0.863 5.885
26 O 2.074 -0.878 4.533
27 H 2.118 -1.749 6.386
28 H 3.594 -1.010 5.939
29 H 2.141 0.022 6.402
30 H 2.356 -0.048 4.096
31 C -2.173 -3.947 2.443
32 O -0.862 -3.707 1.958
33 H -2.705 -3.019 2.662
34 H -2.733 -4.394 1.611
35 H -2.238 -4.632 3.289
36 H -0.703 -2.731 1.987
37 C -2.808 -2.918 -2.055
38 O -2.583 -2.332 -3.337
39 H -2.637 -2.182 -1.272
40 H -3.817 -3.321 -1.917
41 H -2.209 -3.827 -2.025
42 H -3.395 -2.053 -3.764
43 C 4.109 -2.360 -1.266
44 O 3.117 -1.921 -2.144
45 C 2.078 -2.871 -2.400
46 C 1.078 -2.141 -3.246
47 N 1.569 -1.886 -4.584
48 C 0.760 -0.934 -5.323
49 C 1.374 -0.560 -6.638
50 O 2.588 0.117 -6.398
51 C 3.138 0.681 -7.565
52 H 4.586 -3.273 -1.649
53 H 3.762 -2.603 -0.253
54 H 4.855 -1.566 -1.226
55 H 1.600 -3.108 -1.447
56 H 2.507 -3.748 -2.891
57 H 0.818 -1.208 -2.720
58 H 0.106 -2.645 -3.199
59 H 2.438 -1.369 -4.456
60 H 0.641 0.016 -4.776
61 H -0.233 -1.335 -5.549
62 H 0.629 0.029 -7.193
63 H 1.508 -1.423 -7.305
64 H 2.556 1.533 -7.928
65 H 3.273 -0.075 -8.343
66 H 4.138 1.056 -7.340
67 C -4.440 2.952 -1.405
68 O -4.208 1.917 -0.485
69 C -5.047 0.792 -0.594
70 C -4.722 -0.199 0.530
71 N -5.042 0.393 1.836
72 C -4.652 -0.497 2.948
73 C -5.430 -1.801 3.056
74 O -4.800 -2.485 4.128
75 C -5.249 -3.787 4.343
76 H -3.848 3.844 -1.203
77 H -5.482 3.274 -1.301
78 H -4.225 2.659 -2.436
79 H -4.888 0.234 -1.524
80 H -6.106 1.045 -0.494
81 H -3.667 -0.473 0.377
82 H -5.309 -1.095 0.314
83 H -4.369 1.159 1.834
84 H -4.791 0.095 3.853
85 H -3.572 -0.677 2.909
86 H -5.435 -2.332 2.101
87 H -6.433 -1.566 3.427
88 H -4.660 -4.190 5.166
89 H -5.216 -4.423 3.448
90 H -6.305 -3.870 4.645
91 C -3.327 1.731 -4.896
92 C -2.423 1.162 -5.968
93 C -3.079 -0.058 -6.667
94 O -2.205 -0.461 -7.715
95 C -2.661 -1.626 -8.387
96 N -2.181 2.155 -7.051
97 H -4.338 1.981 -5.216
98 H -2.861 2.484 -4.262
99 H -3.487 0.913 -4.176
100 H -1.435 0.854 -5.619
101 H -4.082 0.185 -7.028
102 H -3.124 -0.871 -5.930
103 H -2.776 -2.460 -7.695
104 H -1.919 -1.865 -9.147
105 H -3.584 -1.403 -8.927
106 H -1.674 1.594 -7.730
107 H -3.073 2.363 -7.492
108 C -3.546 4.757 3.855
109 C -4.098 4.180 2.522
110 C -4.266 5.326 1.513
111 O -5.085 6.339 2.043
112 C -5.178 7.471 1.214
113 N -3.218 3.123 2.046
114 H -4.305 5.462 4.189
115 H -2.568 5.235 3.829
116 H -3.499 3.909 4.542
117 H -5.117 3.863 2.749
118 H -4.754 4.936 0.612
119 H -3.281 5.690 1.188
120 H -5.621 7.154 0.262
121 H -4.219 7.973 1.059
122 H -5.855 8.185 1.680
123 H -2.283 3.551 1.980
124 H -3.404 2.941 1.051
125 C 5.722 2.700 -4.646
126 C 4.347 3.303 -4.953
127 C 3.178 2.569 -4.286
128 O 3.303 2.814 -2.877
129 C 2.604 1.889 -2.085
130 N 4.457 4.707 -4.504
131 H 6.476 3.067 -5.343
132 H 5.724 1.609 -4.755
133 H 6.078 2.920 -3.640
134 H 4.137 3.279 -6.026
135 H 3.158 1.498 -4.489
136 H 2.238 3.044 -4.596
137 H 2.846 2.063 -1.033
138 H 2.909 0.855 -2.292
139 H 1.519 1.991 -2.166
140 H 3.543 5.084 -4.778
141 H 4.411 4.676 -3.488
142 C 4.237 -5.474 1.464
143 C 3.870 -5.538 2.943
144 C 2.569 -4.786 3.214
145 O 2.296 -4.859 4.589
146 C 1.091 -4.255 4.991
147 N 3.703 -6.915 3.408
148 H 4.537 -4.489 1.093
149 H 3.405 -5.773 0.822
150 H 5.135 -6.058 1.255
151 H 4.654 -5.058 3.536
152 H 1.727 -5.208 2.648
153 H 2.707 -3.732 2.922
154 H 0.947 -3.246 4.598
155 H 1.110 -4.092 6.070
156 H 0.201 -4.865 4.823
157 H 3.311 -7.517 2.693
158 H 3.036 -6.890 4.172
159 C 4.917 1.950 5.472
160 C 3.965 3.097 5.165
161 C 2.569 2.634 4.785
162 O 2.440 1.740 3.683
163 C 2.977 2.190 2.451
164 N 3.858 3.915 6.397
165 H 5.793 2.428 5.906
166 H 5.135 1.405 4.549
167 H 4.502 1.229 6.175
168 H 4.352 3.766 4.397
169 H 1.966 3.484 4.417
170 H 1.957 2.279 5.617
171 H 3.108 1.304 1.832
172 H 4.013 2.525 2.577
173 H 2.377 2.992 2.017
174 H 3.160 3.533 7.027
175 H 3.533 4.841 6.140
176 C 1.256 -1.351 0.698
177 C 0.248 -0.338 1.260
178 C -0.789 0.127 0.245
179 O -0.155 0.843 -0.818
180 C -0.884 0.823 -2.026
181 N -0.435 -0.978 2.388
182 H 1.908 -1.655 1.526
183 H 1.926 -0.891 -0.029
184 H 0.806 -2.280 0.351
185 H 0.841 0.527 1.586
186 H -1.483 0.832 0.714
187 H -1.261 -0.753 -0.201
188 H -1.071 -0.228 -2.273
189 H -0.462 1.333 -2.890
190 H -1.894 1.242 -1.900
191 H 0.239 -1.129 3.141
192 H -1.049 -0.268 2.803

***

This record from OMol25 describes a molecular structure, CH2F2N2. The level of theory is wB97M-V/def2-TZVPD.

- 2S+1: 1
- ΔE to the lowest compared entry with this formula, charge and spin: 2.418 eV
- HOMO energy: -8.2 eV
- Maximum force: 4.6 eV/A
- HOMO-LUMO gap: 9.23 eV

Cartesian coordinates (Å):
1 C 0.927 -0.120 0.409
2 N -1.376 0.427 -0.427
3 N -0.889 -0.606 -0.137
4 F 1.115 0.961 -0.278
5 F 1.687 -1.175 0.054
6 H 0.845 -0.031 1.433
7 H -2.309 0.544 -1.053